(1)
Here is 6 unconnected molecules or ions with the total composition C44H75N3O14S from the OMol25 dataset. Energies are from ωB97M-V/def2-TZVPD.

Atoms and positions in Å:
S  1.859  -3.142  -6.287
O  -4.371  0.879  -3.721
O  -3.153  -4.714  2.678
O  -1.200  -0.736  2.420
O  6.426  4.747  0.951
O  5.369  -0.701  -4.479
O  -4.903  -4.674  3.994
O  -4.112  2.306  -2.074
O  4.552  5.006  2.188
O  4.646  -5.854  -1.289
O  0.488  5.826  5.325
O  -7.485  2.170  1.920
O  -5.921  3.696  1.732
O  -2.555  -0.519  0.716
O  -0.438  4.833  3.605
N  2.312  -1.597  0.038
N  2.788  1.031  -0.894
N  4.674  -3.621  1.668
C  3.324  -3.854  -1.283
C  -6.067  -3.036  5.381
C  -2.854  -3.466  4.672
C  -1.654  -1.224  1.413
C  4.340  -3.465  -5.130
C  2.058  2.274  2.240
C  -4.856  4.545  -1.464
C  7.351  -1.567  -5.578
C  4.349  -4.791  0.846
C  3.619  -2.463  -1.787
C  -0.428  5.175  4.908
C  -1.604  4.800  5.781
C  -4.206  -1.856  -0.481
C  3.306  -0.055  -1.535
C  6.673  -1.033  -6.844
C  4.108  0.165  -2.687
C  -5.509  -4.439  5.268
C  6.780  -0.919  -4.320
C  2.911  -4.036  -5.095
C  -3.699  3.582  -1.565
C  -4.104  3.138  -4.398
C  -1.300  -2.619  0.975
C  1.819  -0.536  0.606
C  4.388  1.546  -3.091
C  -6.198  2.526  1.755
C  4.709  1.972  -4.323
C  5.574  5.451  1.416
C  -7.942  0.821  1.775
C  3.067  -1.363  -1.076
C  -4.183  2.017  -3.389
C  4.618  -0.919  -3.360
C  -3.628  -4.349  3.720
C  -5.132  1.455  1.681
C  3.784  3.964  1.551
C  4.378  -2.255  -2.912
C  -3.041  -0.894  -0.582
C  4.536  -4.565  -0.655
C  1.396  1.925  0.885
C  4.928  -3.413  -3.711
C  2.042  0.789  0.149
C  -1.373  3.907  3.038
C  -7.778  0.023  3.052
C  -2.674  4.578  2.645
C  2.466  3.757  2.290
H  -2.121  3.896  5.469
H  -1.235  4.639  6.791
H  1.676  4.281  1.751
H  -5.299  4.778  -2.433
H  1.337  2.779  0.212
H  5.537  6.539  1.265
H  -3.371  0.036  -1.038
H  -8.296  0.518  3.873
H  6.015  -3.335  -3.743
H  8.422  -1.386  -5.644
H  -6.317  -5.166  5.332
H  -4.813  -4.672  6.075
H  -2.860  3.974  -2.142
H  -5.630  4.092  -0.845
H  -3.640  2.747  -5.299
H  2.521  -3.837  -0.554
H  -4.728  1.293  2.680
H  3.619  4.188  0.496
H  -0.264  -2.815  1.243
H  7.132  -2.636  -5.540
H  -5.476  0.506  1.279
H  5.383  -3.057  1.215
H  -3.163  -3.550  5.710
H  4.707  -4.362  -3.228
H  -2.955  -2.430  4.348
H  -3.523  3.995  -4.069
H  0.707  -3.121  -5.608
H  -2.239  -1.283  -1.209
H  1.196  -0.665  1.487
H  2.887  -5.105  -5.289
H  5.469  -4.012  -0.804
H  5.675  -1.446  -6.962
H  -3.914  -2.798  -0.015
H  -1.947  -3.312  1.514
H  -1.806  -3.746  4.614
H  2.486  -3.831  -4.115
H  -4.332  1.810  1.035
H  1.343  2.082  3.039
H  -1.531  3.060  3.707
H  -1.393  -2.790  -0.095
H  -3.344  3.868  2.160
H  -6.729  -0.070  3.335
H  4.285  1.574  -5.235
H  4.264  -2.471  -5.560
H  -3.190  4.995  3.510
H  4.949  -5.652  1.150
H  -2.478  5.401  1.957
H  -5.282  -2.284  5.305
H  6.595  0.054  -6.832
H  -4.538  5.478  -0.999
H  4.292  2.284  -2.302
H  3.312  -5.059  1.050
H  -8.192  -0.978  2.928
H  4.361  3.038  1.583
H  2.512  4.118  3.314
H  -3.321  3.376  -0.564
H  -7.457  0.341  0.924
H  -8.998  0.910  1.526
H  -6.778  -2.850  4.575
H  -4.998  -1.423  0.131
H  5.391  2.810  -4.417
H  -2.308  5.630  5.791
H  7.233  -1.330  -7.731
H  2.926  1.633  2.396
H  -5.117  3.462  -4.636
H  6.973  -1.513  -3.428
H  7.241  0.068  -4.226
H  0.365  1.616  1.082
H  5.565  -6.133  -1.276
H  -4.604  -2.068  -1.473
H  4.982  -4.050  -5.790
H  3.852  -3.042  1.777
H  -6.578  -2.905  6.335
H  2.986  -4.492  -2.098
H  -0.877  3.516  2.150

energy above the lowest of the compared OMol25 structures with the same formula, charge and spin = 0.00 kcal/mol
charge = 0

Here are the Mulliken charges for atoms 1 to 99, given in e: atom 1 (S): -0.28, atom 2 (O): -0.56, atom 3 (O): -0.61, atom 4 (O): -0.60, atom 5 (O): -0.47, atom 6 (O): -0.57, atom 7 (O): -0.36, atom 8 (O): -0.29, atom 9 (O): -0.33, atom 10 (O): -0.59, atom 11 (O): -0.57, atom 12 (O): -0.39, atom 13 (O): -0.53, atom 14 (O): -0.06, atom 15 (O): -0.36, atom 16 (N): -0.22, atom 17 (N): -0.54, atom 18 (N): -0.63, atom 19 (C): -1.59, atom 20 (C): -0.84, atom 21 (C): -0.97, atom 22 (C): 0.73, atom 23 (C): -0.66, atom 24 (C): -1.06, atom 25 (C): -0.96, atom 26 (C): -0.33, atom 27 (C): -1.14, atom 28 (C): 0.47, atom 29 (C): 0.76, atom 30 (C): -0.95, atom 31 (C): -0.93, atom 32 (C): -0.02, atom 33 (C): -1.06, atom 34 (C): 1.08, atom 35 (C): -0.49, atom 36 (C): -0.56, atom 37 (C): -0.02, atom 38 (C): -0.12, atom 39 (C): -1.13, atom 40 (C): -0.80, atom 41 (C): -0.95, atom 42 (C): -0.69, atom 43 (C): 0.44, atom 44 (C): -0.88, atom 45 (C): 0.16, atom 46 (C): -0.44, atom 47 (C): -0.37, atom 48 (C): 0.78, atom 49 (C): 0.39, atom 50 (C): 0.79, atom 51 (C): 0.04, atom 52 (C): -0.67, atom 53 (C): 0.92, atom 54 (C): -0.12, atom 55 (C): 0.49, atom 56 (C): -0.28, atom 57 (C): -1.24, atom 58 (C): -0.25, atom 59 (C): 0.01, atom 60 (C): -0.82, atom 61 (C): -0.86, atom 62 (C): -0.34, atom 63 (H): 0.32, atom 64 (H): 0.32, atom 65 (H): 0.22, atom 66 (H): 0.35, atom 67 (H): 0.65, atom 68 (H): 0.37, atom 69 (H): 0.02, atom 70 (H): 0.36, atom 71 (H): 0.49, atom 72 (H): 0.44, atom 73 (H): 0.34, atom 74 (H): 0.36, atom 75 (H): 0.45, atom 76 (H): 0.19, atom 77 (H): 0.33, atom 78 (H): 0.60, atom 79 (H): 0.32, atom 80 (H): 0.36, atom 81 (H): 0.29, atom 82 (H): 0.13, atom 83 (H): -0.19, atom 84 (H): 0.28, atom 85 (H): 0.36, atom 86 (H): 0.44, atom 87 (H): 0.19, atom 88 (H): 0.34, atom 89 (H): 0.13, atom 90 (H): 0.44, atom 91 (H): 0.98, atom 92 (H): 0.46, atom 93 (H): 0.31, atom 94 (H): 0.21, atom 95 (H): 0.32, atom 96 (H): -0.04, atom 97 (H): 0.35, atom 98 (H): -0.24, atom 99 (H): -0.02

(2)
Here is a molecular structure, C44H76FI3N5O5P2S from the OMol25 dataset. Energies are from ωB97M-V/def2-TZVPD.

Atoms and positions in Å:
I  1.873  2.366  3.273
I  -0.683  1.784  -3.457
I  4.196  3.802  -0.898
S  3.196  4.446  -4.068
P  3.515  -1.677  -0.270
P  1.624  3.891  -3.012
F  1.285  -1.290  -1.508
O  5.166  -1.317  -0.331
O  -4.096  -1.659  0.483
O  1.336  2.014  7.027
O  -2.320  -4.971  -7.108
O  0.721  0.034  0.290
N  -3.030  2.395  1.407
N  2.047  1.021  -3.264
N  1.791  0.597  -0.345
N  1.269  2.460  8.292
N  -3.658  -4.844  -7.102
C  -0.280  -0.653  2.548
C  -2.046  3.317  0.808
C  2.279  3.015  0.002
C  -4.225  -6.041  -6.407
C  -5.068  -1.214  -1.767
C  2.458  -2.143  -3.946
C  3.157  4.131  8.126
C  3.106  0.118  -2.593
C  5.780  0.043  -3.041
C  2.428  -0.393  -1.258
C  3.616  1.810  8.972
C  -3.981  -3.507  -6.519
C  -4.065  -5.970  -4.876
C  -3.823  -3.472  -4.988
C  1.143  4.589  9.577
C  -0.090  2.412  -0.532
C  4.193  1.701  1.440
C  3.278  -1.028  -3.724
C  -2.997  1.015  0.905
C  2.105  1.553  9.138
C  1.710  1.711  10.627
C  1.833  0.059  8.843
C  -4.772  1.112  -2.820
C  2.941  2.755  1.412
C  -5.320  -0.295  -2.933
C  0.952  -0.652  1.523
C  -4.508  -4.636  -4.281
C  -3.116  -2.376  -7.122
C  3.378  -3.379  -1.117
C  6.549  -0.802  -3.494
C  0.918  4.693  7.162
C  -5.422  -3.099  -6.905
C  -4.327  -0.717  -0.566
C  1.469  2.129  -2.477
C  2.322  1.273  -4.729
C  4.531  0.795  -2.498
C  1.445  1.951  -0.847
C  1.641  3.908  8.281
C  -3.782  0.704  -0.426
C  -3.589  -7.362  -6.900
C  -4.026  1.612  -1.589
C  -0.500  2.831  0.958
C  -5.723  -6.197  -6.768
C  3.995  3.284  9.077
H  0.036  3.726  1.377
H  3.976  -0.888  -4.617
H  -6.193  -3.643  -6.364
H  3.951  1.437  7.996
H  -3.674  -7.458  -7.987
H  3.433  1.422  -4.949
H  -1.957  0.562  0.792
H  4.112  -3.324  -1.997
H  1.334  0.250  -3.373
H  1.209  5.677  9.493
H  -4.946  1.768  -3.730
H  -6.385  -5.614  -6.128
H  -4.256  -4.613  -3.216
H  4.153  1.085  2.402
H  3.453  3.743  1.718
H  -0.425  0.325  3.090
H  5.502  -1.500  0.576
H  -0.860  1.612  -0.683
H  -3.453  -1.399  -6.766
H  -5.594  -3.231  -7.976
H  4.168  0.965  0.598
H  4.176  1.243  9.722
H  1.607  4.764  -1.861
H  -3.181  -2.369  -8.214
H  -5.911  -5.921  -7.809
H  3.879  3.638  10.105
H  -5.874  -0.689  -3.830
H  -2.535  -7.449  -6.629
H  -0.318  3.405  -1.054
H  -6.054  -7.233  -6.653
H  1.959  0.815  11.202
H  1.056  -1.766  1.252
H  0.096  4.344  9.772
H  3.397  5.187  8.281
H  2.157  -0.239  7.843
H  -5.595  -4.532  -4.339
H  2.363  -3.562  -1.574
H  5.188  2.258  1.514
H  -5.427  -2.293  -1.782
H  -5.601  -2.044  -6.678
H  1.116  5.764  7.252
H  -4.091  -8.223  -6.452
H  -4.219  -2.531  -4.592
H  -1.218  -1.036  2.040
H  4.482  1.794  -3.051
H  -3.955  2.802  1.182
H  1.326  -1.981  -4.000
H  1.820  2.199  -5.151
H  1.726  4.014  0.055
H  1.248  4.403  6.162
H  5.054  3.404  8.832
H  1.948  -0.431  2.038
H  -3.492  0.366  1.711
H  3.735  -4.214  -0.447
H  -4.941  -2.091  0.716
H  2.837  -3.188  -4.139
H  -4.632  -6.779  -4.404
H  -2.147  4.306  1.379
H  -2.758  -3.485  -4.725
H  1.863  0.476  -5.408
H  -2.063  -2.457  -6.843
H  0.769  -0.174  8.944
H  -2.286  3.606  -0.279
H  2.233  2.525  11.128
H  0.522  4.414  -3.789
H  -0.016  -1.435  3.340
H  2.380  -0.578  9.542
H  -0.166  4.553  7.220
H  -0.564  1.932  1.628
H  3.462  3.900  7.097
H  1.725  4.333  10.460
H  -3.630  2.661  -1.568
H  7.165  -1.643  -3.922
H  0.634  1.867  10.738
H  4.768  0.952  -1.405
H  -3.016  -6.137  -4.604

2S+1 = 3
charge = +1

Here are the Mulliken charges for atoms 1 to 99, given in e: atom 1 (I): 0.11, atom 2 (I): 0.36, atom 3 (I): 0.26, atom 4 (S): -0.27, atom 5 (P): 0.01, atom 6 (P): 0.27, atom 7 (F): -0.49, atom 8 (O): -0.52, atom 9 (O): -0.52, atom 10 (O): -0.43, atom 11 (O): -0.56, atom 12 (O): -0.24, atom 13 (N): -0.37, atom 14 (N): 0.79, atom 15 (N): 1.24, atom 16 (N): 0.24, atom 17 (N): 0.37, atom 18 (C): -1.14, atom 19 (C): -0.67, atom 20 (C): -1.94, atom 21 (C): 1.77, atom 22 (C): -0.47, atom 23 (C): -1.19, atom 24 (C): -1.21, atom 25 (C): 1.17, atom 26 (C): -1.27, atom 27 (C): 0.09, atom 28 (C): -1.25, atom 29 (C): 1.72, atom 30 (C): -1.44, atom 31 (C): -0.78, atom 32 (C): -1.74, atom 33 (C): -2.03, atom 34 (C): -0.66, atom 35 (C): -0.64, atom 36 (C): 0.48, atom 37 (C): 1.85, atom 38 (C): -1.79, atom 39 (C): -1.82, atom 40 (C): -0.83, atom 41 (C): -1.26, atom 42 (C): -0.44, atom 43 (C): -0.05, atom 44 (C): -0.39, atom 45 (C): -1.76, atom 46 (C): -0.97, atom 47 (C): -0.11, atom 48 (C): -1.62, atom 49 (C): -1.80, atom 50 (C): 0.38, atom 51 (C): -2.12, atom 52 (C): -1.02, atom 53 (C): 0.27, atom 54 (C): 3.35, atom 55 (C): 1.71, atom 56 (C): 0.46, atom 57 (C): -1.80, atom 58 (C): -0.32, atom 59 (C): 0.35, atom 60 (C): -1.80, atom 61 (C): -0.50, atom 62 (H): 0.72, atom 63 (H): 0.48, atom 64 (H): 0.31, atom 65 (H): 0.37, atom 66 (H): 0.44, atom 67 (H): 0.33, atom 68 (H): -0.90, atom 69 (H): 0.18, atom 70 (H): 0.49, atom 71 (H): 0.45, atom 72 (H): 0.34, atom 73 (H): 0.29, atom 74 (H): 0.40, atom 75 (H): 0.31, atom 76 (H): 0.70, atom 77 (H): 0.22, atom 78 (H): 0.40, atom 79 (H): 0.38, atom 80 (H): 0.40, atom 81 (H): 0.39, atom 82 (H): 0.11, atom 83 (H): 0.34, atom 84 (H): 0.21, atom 85 (H): 0.45, atom 86 (H): 0.35, atom 87 (H): 0.31, atom 88 (H): 0.46, atom 89 (H): 0.35, atom 90 (H): 0.61, atom 91 (H): 0.49, atom 92 (H): 0.47, atom 93 (H): 0.18, atom 94 (H): 0.37, atom 95 (H): 0.39, atom 96 (H): 0.32, atom 97 (H): 0.30, atom 98 (H): 0.27, atom 99 (H): 0.30

The calculation returns the following E values, one per record and in order: -3337.3528; -4445.0173 hartree.
The calculation returns the following max |F| values, one per record and in order: 1.23; 4.04 eV/Å.